This record from the Open Molecules 2025 dataset describes a molecular structure, C32H34AsOOs. The level of theory is ωB97M-V/def2-TZVPD.

Calculated values
E_tot = -99075.8842 eV
2S+1 = 5
Molecular weight = 699.78 g/mol
F_max = 0.1102 hartree/bohr
Charge = +1
Kohn-Sham gap (spin up / spin down) = 5.8 / 7.0 eV

Geometry as XYZ:
```
69
Properties=species:S:1:pos:R:3:forces:R:3:lowdin_spin:R:1
C 0.3581 3.8704 -0.4693 -0.022 1.201 -0.206 0.62
C 1.5763 3.8810 -1.3319 0.148 -0.076 -0.104 0.08
C -0.8256 4.5724 -1.0843 -0.004 -0.064 -0.012 0.07
C 0.6333 4.3129 0.9306 0.021 -0.030 0.200 0.08
H -0.5952 5.6534 -1.1053 -0.146 -0.168 -0.028 0.03
H -1.7537 4.4595 -0.5085 0.174 0.045 -0.126 0.00
H -1.0154 4.2769 -2.1233 0.007 0.106 0.194 0.00
H 1.8939 4.9306 -1.4370 0.092 -0.061 -0.051 0.03
H 1.3997 3.5084 -2.3456 0.020 0.087 0.116 0.00
H 2.4183 3.3446 -0.8788 -0.107 0.024 -0.099 0.00
H 0.8812 5.3858 0.8986 0.022 -0.054 0.095 0.03
H 1.4991 3.8027 1.3671 -0.114 0.092 -0.010 0.00
H -0.2306 4.2140 1.5954 0.123 0.037 -0.046 0.00
C -0.6044 -0.9214 -1.7995 -0.972 -1.091 -0.659 0.05
C -1.3923 0.2403 -2.0105 -1.541 -1.000 -2.620 0.13
C -0.5105 1.3396 -2.1623 -0.102 1.169 -0.309 0.04
H -2.4718 0.2856 -2.0278 0.168 -0.053 -0.283 0.01
C 0.8263 0.8591 -2.0348 0.645 -0.634 -1.447 0.14
C 0.7598 -0.5386 -1.8151 0.973 0.073 -1.392 0.13
H 1.6084 -1.1939 -1.6708 -0.214 0.129 0.244 0.01
H -0.9685 -1.9346 -1.6623 0.105 0.240 0.022 0.00
H -0.8004 2.3694 -2.3055 0.071 -0.231 -0.141 0.00
H 1.7309 1.4544 -2.0267 -0.221 -0.174 -0.035 0.02
C -0.3663 0.0512 1.9531 -0.008 0.434 1.529 0.13
C -1.5225 -0.4778 1.3201 -0.998 -0.832 0.359 0.05
C -2.2360 0.5948 0.7379 -2.895 -0.152 1.543 0.14
H -1.8133 -1.5211 1.3192 0.154 0.199 -0.070 0.00
C -1.5267 1.7957 1.0128 -0.244 1.042 -0.183 0.04
C -0.3568 1.4535 1.7593 -0.407 -0.149 1.538 0.14
H 0.4560 2.1099 2.0322 -0.208 -0.061 0.074 0.02
H 0.3962 -0.5208 2.4624 -0.045 -0.007 -0.294 0.01
H -3.1569 0.5183 0.1760 0.027 0.044 0.307 0.01
H -1.8066 2.7837 0.6706 0.041 -0.204 0.250 0.00
Os -0.3262 0.5208 -0.2033 5.423 0.035 1.639 1.94
O 1.0696 -2.0852 0.6600 0.118 -0.868 -0.064 0.04
As 1.2170 -3.7637 0.7231 -0.445 1.873 0.171 0.00
C 3.1135 -4.1238 0.4434 -0.026 -0.369 0.031 0.00
C 3.9169 -4.4898 1.5320 0.040 0.126 -0.271 0.00
C 5.3096 -4.5299 1.3818 -0.179 0.057 -0.170 0.00
C 5.8928 -4.2344 0.1430 -0.338 0.017 0.102 0.00
C 5.0837 -3.8833 -0.9445 -0.286 -0.006 0.086 0.00
C 3.6907 -3.8221 -0.7975 0.256 -0.050 0.270 0.00
C 0.5664 -4.2628 2.4823 0.201 -0.442 -0.097 0.00
C 0.9347 -3.4761 3.5793 -0.142 -0.251 0.212 0.00
C 0.4595 -3.8078 4.8549 -0.019 -0.088 -0.316 0.00
C -0.3909 -4.9085 5.0216 0.085 0.015 -0.325 0.00
C -0.7573 -5.6887 3.9166 0.138 0.219 -0.013 0.00
C -0.2711 -5.3715 2.6419 0.085 0.085 0.422 0.00
C -0.0218 -4.5387 -0.5690 0.495 -0.435 -0.020 0.00
C -1.4024 -4.3731 -0.3968 -0.035 -0.221 -0.210 0.00
C -2.2889 -4.9725 -1.3035 0.349 0.157 0.155 0.00
C -1.7925 -5.7289 -2.3708 0.272 0.095 0.116 0.00
C -0.4117 -5.8872 -2.5390 -0.034 0.187 0.094 0.00
C 0.4805 -5.2863 -1.6406 -0.452 -0.041 0.000 0.00
H 3.4523 -4.7155 2.4935 0.200 0.027 -0.220 0.00
H 5.9364 -4.7791 2.2409 -0.201 0.029 -0.317 0.00
H 6.9782 -4.2712 0.0266 -0.376 0.019 0.044 0.00
H 5.5303 -3.6409 -1.9123 -0.126 -0.120 0.355 0.00
H 3.0567 -3.5283 -1.6357 0.237 -0.036 0.156 0.00
H 1.6006 -2.6244 3.4385 -0.175 -0.165 0.028 0.00
H 0.7631 -3.2092 5.7151 -0.128 -0.180 -0.242 0.00
H -0.7617 -5.1645 6.0159 0.112 0.083 -0.318 0.00
H -1.4169 -6.5486 4.0440 0.206 0.264 -0.012 0.00
H -0.5356 -5.9859 1.7821 0.012 0.104 0.216 0.00
H -1.7910 -3.8080 0.4540 0.127 -0.162 -0.244 0.00
H -3.3643 -4.8534 -1.1613 0.320 -0.051 -0.073 0.00
H -2.4837 -6.1966 -3.0727 0.203 0.113 0.208 0.00
H -0.0226 -6.4791 -3.3698 -0.154 0.188 0.253 0.00
H 1.5582 -5.4036 -1.7634 -0.308 -0.090 0.001 0.00
```
Forces are in eV/Å.

---

This record from the Open Molecules 2025 dataset describes a molecular structure, C32H34BiFN6O6S5. The level of theory is ωB97M-V/def2-TZVPD.

Calculated values
E_tot = -117697.7521 eV
Relative energy (zero: lowest compared OMol25 entry of this formula, charge and spin) = 61.45 kJ/mol
Molecular weight = 986.97 g/mol
F_max = 0.0064 hartree/bohr
Kohn-Sham gap = 7.4 eV

Geometry as XYZ:
```
85
Properties=species:S:1:pos:R:3:forces:R:3:lowdin_charge:R:1
Bi -0.3294 -0.2519 0.5397 -0.208 0.229 0.114 1.51
C 2.4476 -0.0338 3.5191 -0.013 0.045 0.075 -0.18
C 3.2545 -1.2298 3.0166 -0.043 -0.001 -0.101 -0.12
C 2.5698 -2.5673 3.1990 -0.007 0.060 0.035 -0.30
C 3.3298 -3.7298 3.2874 0.006 -0.020 -0.034 -0.02
C 2.6886 -4.9414 3.4687 0.041 0.001 -0.022 -0.06
C 1.3058 -4.9590 3.5539 -0.045 0.006 -0.065 -0.06
C 0.6329 -3.7545 3.4433 -0.031 -0.001 -0.053 -0.13
N 1.2424 -2.5818 3.2774 -0.023 0.042 -0.028 0.12
N 1.7718 0.7798 2.4861 -0.030 -0.065 -0.044 -0.19
C 2.7889 1.5649 1.8018 0.102 0.025 -0.053 -0.15
C 2.3487 2.4100 0.6289 0.028 0.123 0.019 -0.26
C 3.2948 3.2320 0.0182 -0.026 0.006 0.041 -0.02
C 2.9016 4.0403 -1.0287 0.010 0.023 -0.023 -0.06
C 1.5778 4.0052 -1.4473 -0.013 -0.035 -0.039 -0.05
C 0.7111 3.1461 -0.8007 -0.010 -0.023 -0.010 -0.12
N 1.0862 2.3704 0.2222 0.000 -0.088 -0.108 0.04
C 0.8097 1.6608 3.1449 -0.009 0.074 0.146 -0.16
C -0.3539 0.9078 3.7420 0.030 -0.084 -0.022 -0.27
C -0.8986 1.2932 4.9576 0.022 -0.014 0.029 -0.01
C -1.9975 0.6112 5.4529 0.019 0.021 0.008 -0.05
C -2.5121 -0.4472 4.7255 -0.006 -0.031 0.002 -0.04
C -1.9062 -0.7753 3.5269 -0.011 -0.110 -0.040 -0.14
N -0.8541 -0.1176 3.0495 -0.045 0.153 0.056 -0.02
H 3.1048 0.6442 4.0873 0.000 -0.057 0.054 0.12
H 1.6891 -0.4037 4.2056 -0.065 0.018 -0.016 0.11
H 4.2108 -1.2665 3.5410 0.022 0.018 -0.009 0.12
H 3.4914 -1.1184 1.9547 -0.048 -0.024 -0.002 0.08
H 4.4089 -3.6762 3.2169 0.003 -0.004 0.004 0.11
H 3.2578 -5.8590 3.5431 0.005 0.001 -0.003 0.11
H 0.7593 -5.8813 3.6920 -0.010 -0.004 -0.010 0.10
H -0.4512 -3.7264 3.4849 -0.008 0.011 0.000 0.10
H 3.5584 0.8820 1.4355 -0.002 -0.023 0.026 0.13
H 3.2945 2.2331 2.5223 0.014 -0.002 -0.022 0.14
H 4.3171 3.2391 0.3751 0.001 -0.006 0.001 0.12
H 3.6148 4.6967 -1.5104 -0.002 -0.011 -0.012 0.11
H 1.2279 4.6250 -2.2601 -0.020 0.010 -0.019 0.11
H -0.3290 3.0612 -1.0971 -0.004 -0.016 -0.017 0.11
H 0.4260 2.3768 2.4158 -0.001 -0.058 0.004 0.12
H 1.2907 2.2440 3.9474 0.029 -0.015 -0.031 0.13
H -0.4591 2.1162 5.5054 -0.002 0.008 -0.006 0.12
H -2.4417 0.9016 6.3960 0.000 0.000 -0.001 0.11
H -3.3717 -1.0058 5.0672 0.011 -0.011 0.005 0.11
H -2.2735 -1.5888 2.9111 -0.007 0.020 0.001 0.07
O 0.6943 -7.0023 -1.1762 0.001 -0.015 -0.019 -0.06
C 0.5283 -5.8429 -0.9179 -0.006 0.002 0.011 -1.01
S 1.8117 -4.6233 -0.9619 0.011 0.012 0.035 0.96
C 0.8339 -3.2692 -0.4338 -0.090 -0.034 0.050 -1.14
C -0.4670 -3.5106 -0.2057 0.083 0.005 0.028 -1.14
S -1.6861 -2.3595 0.3003 0.053 -0.048 0.024 0.52
S -1.0346 -5.1514 -0.4453 0.025 0.010 0.013 0.96
S 1.6542 -1.7441 -0.2379 0.098 -0.064 0.055 0.46
C -0.7172 1.7846 -4.6573 0.018 -0.001 0.045 -0.13
C -0.5768 0.2703 -4.6441 -0.004 0.041 0.068 -0.37
S 0.0899 -0.3462 -3.0759 0.168 -0.018 0.011 0.82
O -0.1650 -1.8133 -3.0709 -0.048 -0.012 -0.029 -0.52
C 1.8615 -0.1036 -3.4493 -0.054 -0.023 -0.020 -0.40
C 2.4311 -1.2865 -4.2114 0.022 0.014 -0.004 -0.13
H -1.3175 2.1023 -5.5096 0.008 0.001 -0.023 0.07
H 0.2523 2.2796 -4.7288 0.020 0.027 0.020 0.07
H -1.2102 2.1308 -3.7453 -0.007 -0.005 0.001 0.06
H 0.0561 -0.1021 -5.4506 -0.053 -0.033 -0.034 0.09
H -1.5463 -0.2220 -4.7142 0.004 -0.016 0.007 0.07
H 2.3557 0.0161 -2.4843 -0.007 -0.019 -0.030 0.04
H 1.9436 0.8374 -3.9968 -0.005 0.028 -0.014 0.08
H 2.3554 -2.1897 -3.6086 -0.013 -0.009 -0.001 0.06
H 3.4799 -1.1073 -4.4514 0.000 0.001 0.009 0.08
H 1.8928 -1.4681 -5.1417 0.008 0.007 -0.010 0.07
F -3.9639 0.0671 -5.1566 0.014 0.002 -0.003 0.09
C -4.1271 1.0339 -4.2444 -0.034 -0.005 0.007 -0.20
C -4.2422 0.7492 -2.9455 -0.040 -0.054 -0.018 0.05
N -4.4418 1.7223 -1.9928 0.069 0.062 -0.021 0.00
C -4.3470 1.3709 -0.5861 -0.056 -0.002 -0.006 -0.03
C -2.9554 0.8911 -0.1872 0.023 0.021 -0.031 -0.70
O -2.7971 0.5456 1.0053 0.016 -0.099 0.024 -0.13
O -2.0589 0.8502 -1.0662 0.082 0.045 -0.009 -0.18
C -4.4729 3.0616 -2.3317 -0.009 -0.047 -0.009 -0.47
O -4.5991 3.9578 -1.5252 0.046 0.032 0.027 0.08
N -4.3561 3.3103 -3.6867 -0.012 0.005 -0.021 0.22
C -4.1499 2.4053 -4.7250 0.024 0.036 -0.006 -0.42
O -4.0008 2.7716 -5.8683 -0.022 -0.019 0.001 0.10
H -4.1939 -0.2719 -2.5924 0.039 0.008 0.023 0.16
H -5.0666 0.5882 -0.3437 -0.001 0.000 -0.002 0.14
H -4.5942 2.2558 -0.0057 -0.029 -0.023 0.014 0.13
H -4.3883 4.2856 -3.9479 0.007 -0.005 0.011 0.17
```
Forces are in eV/Å.